This record from the OMol25 dataset describes one molecule with the formula C2H4NOP in a non-equilibrium geometry. The level of theory is ωB97M-V with the def2-TZVPD basis set.

Structure (XYZ):
```
9
Properties=species:S:1:pos:R:3:forces:R:3:mulliken_charge:R:1
C -1.295589 -1.372276 0.133230 1.4981 -0.5787 -1.3926 0.23
C -0.507349 -0.391614 -0.524068 -3.2458 0.8905 -0.8305 -0.69
N -1.695998 -2.358640 0.566927 -0.7027 -0.5249 0.8218 -0.35
O 1.477221 1.402000 -0.363640 0.0206 -0.7456 -0.7026 -0.49
P 1.287131 -0.019423 0.486955 1.7148 2.0241 0.8466 0.15
H -0.226106 -0.556420 -1.565485 -0.5091 0.0766 0.2259 0.39
H -1.020550 0.556755 -0.196373 1.1519 -0.3063 -1.0550 0.34
H 1.617374 2.243697 0.097066 0.0042 -0.6757 0.2592 0.36
H 0.363866 0.495921 1.365389 0.0679 -0.1599 1.8272 0.05
```
Positions in Å, forces in eV/Å.

calculated total energy: -14959.50652 eV
spin multiplicity: 3
ΔE to the lowest compared entry with this formula, charge and spin: 43.8 kcal/mol
net charge: 0